{
  "formula": "C2H4F2Si",
  "method": "wB97M-V/def2-TZVPD",
  "symbols": ["C", "C", "F", "F", "Si", "H", "H", "H", "H"],
  "positions_angstrom": [[-2.0179, -1.0712, 0.4765], [-1.6529, 0.0515, 0.2909], [-1.6276, 1.3215, 0.0675], [3.0258, 0.3130, -0.3389], [1.4061, 0.2506, -0.3064], [-2.2202, -2.0413, 0.8010], [0.9055, -0.9820, -0.9774], [0.9807, 1.4820, -1.0230], [1.2005, 0.6760, 1.0098]],
  "e_tot_ev": -15448.95110,
  "smiles": "F[SiH3].C#CF",
  "total_charge": 0
}